Model A:
DFT (ωB97M-V with the def2-TZVPD basis set) results for 2 unconnected molecules or ions with the total composition C6H14NO.

Each line ends with the Löwdin charge.
Atoms and positions in Å:
C  -3.1688  -0.2117  -0.8950  0.074
C  -1.8502  -0.3630  -1.0105  -0.465
O  -1.1276  -0.3452  0.1545  -0.030
C  -1.0791  -0.5792  -2.2872  -0.029
H  -3.7992  -0.3433  -1.7676  0.070
H  -3.6765  0.1245  0.0392  0.090
H  -0.1713  -0.2068  -0.0520  0.018
H  -1.6849  -0.4920  -3.1849  0.088
H  -0.2779  0.2470  -2.3341  0.089
H  -0.5195  -1.5023  -2.4004  0.081
C  2.7040  -0.3320  2.2736  -0.067
C  1.4202  -0.1891  1.5317  -0.225
C  0.9112  1.5420  -0.1483  0.207
N  1.5993  0.5038  0.2564  0.028
H  3.4451  -0.9474  1.7858  0.079
H  3.1595  0.6966  2.4438  0.113
H  2.5055  -0.8025  3.2887  0.123
H  0.9873  -1.1778  1.2465  0.152
H  0.6632  0.4080  2.0866  0.153
H  1.2560  2.1145  -0.9879  0.130
H  0.0125  1.8459  0.3507  0.132
H  2.3026  0.0696  -0.3311  0.188

HOMO-LUMO gap: 0.232 Ha
Total charge: +1
LUMO energy: -0.2125 Ha

Model B:
DFT (ωB97M-V with the def2-TZVPD basis set) results for 2 unconnected molecules or ions with the total composition C6H14NO.

Each line ends with the Löwdin charge.
Atoms and positions in Å:
O  0.8345  1.3562  0.2616  0.169
C  1.5699  0.4357  0.0545  -0.153
C  1.0048  -0.8639  -0.4389  0.220
C  -0.3900  -1.0869  -0.4834  -0.330
C  -0.7677  -2.0960  -1.5886  -0.013
C  -0.9854  -1.5400  0.9415  -0.116
C  -2.4086  -1.0267  1.1277  -0.059
N  2.5052  4.9710  0.3454  0.013
H  2.6567  0.4832  0.2343  0.149
H  1.6731  -1.6962  -0.6566  0.161
H  -0.8113  -0.0930  -0.6681  0.160
H  -0.5165  -1.6966  -2.5625  0.093
H  -0.1459  -2.9890  -1.4993  0.097
H  -1.8067  -2.4037  -1.5677  0.100
H  -0.9101  -2.6251  0.9624  0.126
H  -0.3338  -1.1566  1.7263  0.118
H  -2.8744  -0.6292  0.2237  0.092
H  -3.0415  -1.8242  1.5146  0.093
H  -2.4798  -0.2513  1.8874  0.089
H  1.4943  5.0477  0.3187  0.005
H  2.7999  4.0319  0.1263  -0.019
H  2.9332  5.6525  -0.2593  0.005

HOMO-LUMO gap: 0.141 Ha
Total charge: +1
LUMO energy: -0.3009 Ha

Order from most stable to least stable according to the calculation: model A, model B

Model A:
DFT (ωB97M-V with the def2-TZVPD basis set) results for 2 unconnected molecules or ions with the total composition C4H12S2.

Each line ends with the Löwdin charge.
Atoms and positions in Å:
C  0.7640  0.5723  1.5399  -0.139
C  1.4482  0.2420  0.1818  -0.328
C  2.6103  -0.7277  0.4021  -0.156
H  1.4361  0.7064  2.3871  0.070
H  0.0667  1.3248  1.4057  -0.006
H  0.1572  -0.3227  1.9066  0.078
H  0.7656  -0.1506  -0.6063  0.070
H  1.9152  1.0950  -0.3480  0.098
H  3.0799  -1.0991  -0.5645  0.078
H  2.3780  -1.6007  0.9673  0.043
H  3.4810  -0.1207  0.9575  0.112
C  -2.7934  -0.1452  -2.0631  -0.420
S  -2.0982  -1.1057  -0.5777  0.292
S  -2.6867  0.0635  0.8944  0.265
H  -1.9622  0.3745  -2.4952  0.003
H  -3.3810  -0.8051  -2.7909  0.055
H  -3.4750  0.6341  -1.7382  0.006
H  -1.7057  1.0649  0.5415  -0.123

HOMO-LUMO gap: 0.350 Ha
LUMO energy: 0.0259 Ha

Model B:
DFT (ωB97M-V with the def2-TZVPD basis set) results for 2 unconnected molecules or ions with the total composition C4H12S2.

Each line ends with the Löwdin charge.
Atoms and positions in Å:
C  -1.3481  -1.0751  1.2446  -0.183
C  -2.0634  0.1455  0.7098  -0.622
S  -2.7676  -0.0760  -0.9748  0.662
H  -0.8995  -0.8501  2.2091  0.078
H  -2.0381  -1.9159  1.3590  0.076
H  -0.6588  -1.4307  0.4770  0.039
H  -1.4296  1.0302  0.6627  0.049
H  -2.9281  0.3990  1.3252  0.055
H  -2.1626  -1.2490  -1.2469  -0.152
C  1.9698  1.5637  -0.8451  -0.174
C  1.4923  0.1190  -0.9284  -0.601
S  2.6579  -1.0434  -0.1084  0.671
H  1.6359  2.0775  0.0527  0.068
H  3.0521  1.5946  -0.9411  0.055
H  1.5572  2.1094  -1.7007  0.070
H  1.3200  -0.2287  -1.9458  0.065
H  0.5314  -0.0577  -0.4528  0.009
H  2.0791  -1.1123  1.1040  -0.165

HOMO-LUMO gap: 0.364 Ha
LUMO energy: 0.0302 Ha

Order from most stable to least stable according to the calculation: model B, model A

Model A:
DFT (ωB97M-V with the def2-TZVPD basis set) results for a gas-phase ion, C3H5N2OS (charge +1).

Each line ends with the Löwdin charge.
Atoms and positions in Å:
C  1.0323  -0.9968  -0.7638  -0.635
C  -0.8880  -0.3584  0.4865  -0.097
C  -0.3620  1.0645  0.4226  -0.117
N  0.2494  -1.2876  0.2138  0.062
N  0.3474  1.0988  -0.8176  -0.083
O  1.0909  1.9471  -1.2109  0.152
S  2.2496  -1.1998  -1.7198  0.987
H  -1.2641  -0.5848  1.4880  0.152
H  -1.6102  -0.4309  -0.2235  0.099
H  -1.2684  1.5522  0.1154  0.150
H  0.2417  1.3350  1.3179  0.171
H  0.1814  -2.1394  0.6914  0.158

HOMO-LUMO gap (spin up / spin down): 0.283 / 0.283 Ha
Total charge: +1
LUMO energy (spin up / spin down): -0.2337 / -0.2333 Ha

Model B:
DFT (ωB97M-V with the def2-TZVPD basis set) results for a gas-phase ion, C3H5N2OS (charge +1).

Each line ends with the Löwdin charge.
Atoms and positions in Å:
C  1.2310  0.0650  0.7379  -0.008
N  0.6011  -1.0116  0.2595  0.074
C  -0.4766  -0.8993  -0.5960  -0.306
S  -2.2650  -0.4467  0.4852  0.817
C  -1.0605  0.3903  -0.7576  -0.584
O  -0.3639  1.5025  -0.3249  -0.024
N  0.7780  1.2442  0.4092  0.117
H  1.7402  -0.1535  1.6829  0.193
H  0.6278  -1.7675  0.8307  0.125
H  -0.5645  -1.7703  -1.3721  0.188
H  -1.5238  0.6933  -1.7987  0.188
H  1.2761  2.1536  0.4439  0.218

HOMO-LUMO gap: 0.304 Ha
Total charge: +1
LUMO energy: -0.1964 Ha

Order from most stable to least stable according to the calculation: model B, model A